Record 1
C5H11NO | ωB97M-V/def2-TZVPD

The geometry in XYZ format:
```
18
Properties=species:S:1:pos:R:3:forces:R:3
C 0.966316 1.426590 -1.486107 0.0 0.0 -0.1
C 0.726605 0.708449 -0.178271 -0.1 0.1 0.1
C -0.370115 -0.170104 0.030985 0.2 0.0 -0.1
C -0.917210 -0.982603 -1.124809 -0.1 0.0 -0.1
N 0.030397 -0.971308 1.120363 -0.1 0.0 0.4
C -0.557089 -0.948617 2.253483 0.2 -0.1 -0.2
O -1.645566 -0.233546 2.490577 0.0 0.0 -0.1
H 0.494008 0.912541 -2.327885 0.1 0.1 0.1
H 0.572224 2.448374 -1.444380 0.0 -0.2 0.0
H 2.038991 1.496037 -1.691817 -0.1 0.0 0.0
H 1.763438 -0.276485 0.165906 0.0 0.0 0.0
H 1.008961 1.310619 0.690071 0.0 -0.1 -0.1
H -1.780916 0.258942 1.642785 0.0 0.0 0.1
H -1.530730 -0.375373 -1.799422 0.1 -0.1 0.1
H -0.113721 -1.443309 -1.725528 -0.1 0.0 0.1
H -1.547594 -1.798035 -0.754508 0.1 0.2 0.0
H 1.377006 -1.005042 0.882682 -0.2 0.1 0.0
H -0.186716 -1.508338 3.106983 0.0 0.0 -0.1
```
Positions in Å, forces in eV/Å.

For the HOMO-LUMO gap, the calculation gives 8.4 eV. Its energy is -326.95702 a.u. The HOMO energy is -7.48 eV. The energy relative to the best compared isomer or geometry (same formula, charge and spin) is 457.70 kJ/mol.

***

Record 2
C5H11NO | ωB97M-V/def2-TZVPD

The geometry in XYZ format:
```
18
Properties=species:S:1:pos:R:3:forces:R:3
C -0.179833 0.944838 -2.095274 0.7 0.9 -0.2
C -0.268520 -0.101861 -1.004077 1.2 -1.6 -1.1
C 0.603142 0.255121 0.201548 -0.8 0.9 1.5
C 0.501572 -0.770845 1.361288 -0.6 0.3 -0.6
C 0.742071 -0.249523 2.745241 1.2 1.1 -0.4
O 0.359552 0.800672 3.182409 -0.6 0.0 0.1
N -1.658308 -0.280474 -0.576069 0.0 -0.4 -0.1
H -0.760444 1.819398 -1.791446 0.0 0.1 0.0
H 0.860172 1.269637 -2.235072 -0.1 0.0 0.3
H -0.462837 0.697862 -3.123394 -0.5 -0.6 0.4
H 0.122441 -1.067367 -1.413303 -0.2 0.5 0.0
H 0.139997 1.210276 0.493198 0.3 -0.1 0.5
H 1.678319 0.438664 0.122919 -0.2 0.0 -1.1
H 1.290455 -1.501004 1.239703 -0.2 -0.7 -0.4
H -0.502459 -1.200505 1.307354 0.2 -0.4 0.3
H 1.547606 -0.784297 3.282865 -0.3 -0.4 0.4
H -1.751062 -1.252846 -0.309422 -0.2 0.0 0.3
H -2.261864 -0.227743 -1.388466 0.0 0.3 -0.1
```
Positions in Å, forces in eV/Å.

For the HOMO-LUMO gap, the calculation gives 10.6 eV. Its energy is -327.07417 a.u. As for the SMILES: C[C@H](N)CCC=O. The HOMO energy is -9.70 eV. The energy relative to the best compared isomer or geometry (same formula, charge and spin) is 150.13 kJ/mol.

***

Record 3
C5H11NO | ωB97M-V/def2-TZVPD

The geometry in XYZ format:
```
18
Properties=species:S:1:pos:R:3:forces:R:3
C -1.816855 -0.940726 -0.524266 0.1 0.0 0.0
C -1.532363 0.153566 0.498842 -0.1 0.0 0.0
N -0.096626 0.502194 0.645575 0.2 0.2 0.0
C 0.492027 0.584230 1.846950 0.0 -0.1 0.1
C 0.625792 0.857236 -0.427933 -0.1 0.0 -0.1
C 1.978214 0.275955 -0.686416 0.1 0.4 0.3
O 1.895422 -0.736610 -1.694231 -0.1 -0.3 0.0
H -2.895277 -0.998398 -0.710742 0.2 0.0 0.1
H -1.486255 -1.923540 -0.171234 0.0 0.2 0.0
H -1.323593 -0.730705 -1.478039 -0.1 0.0 0.2
H -2.039611 1.080284 0.206531 0.1 -0.1 0.1
H -1.897696 -0.116176 1.494133 0.1 0.1 -0.1
H 1.218239 1.370296 1.982358 0.2 -0.3 -0.1
H 0.293119 -0.138418 2.626911 -0.3 0.1 0.0
H 0.092135 1.303698 -1.260071 -0.1 -0.3 -0.1
H 2.688671 1.003752 -1.088060 -0.1 -0.1 0.1
H 2.404248 -0.130064 0.243430 -0.1 0.1 -0.1
H 1.308498 -1.417086 -1.336623 0.1 0.1 -0.2
```
Positions in Å, forces in eV/Å.

For the HOMO-LUMO gap, the calculation gives 7.6 eV. Its energy is -326.99574 a.u. The HOMO energy is -6.97 eV. The energy relative to the best compared isomer or geometry (same formula, charge and spin) is 356.03 kJ/mol.

***

Record 4
C5H11NO | ωB97M-V/def2-TZVPD

The geometry in XYZ format:
```
18
Properties=species:S:1:pos:R:3:forces:R:3
C -2.062332 0.094799 -0.893650 0.0 0.0 0.0
C -1.538866 -0.313239 0.481056 -0.2 0.0 0.0
N -0.076822 -0.348510 0.655746 -0.1 -0.1 0.0
C 0.581141 0.847048 1.162811 0.1 0.2 0.2
C 0.816293 0.389283 -0.222340 0.1 0.0 -0.2
C 2.077336 -0.365029 -0.596884 -0.1 0.2 -0.3
O 2.551630 -1.135218 0.478075 -0.1 -0.2 0.1
H -3.156596 0.126004 -0.866771 0.1 0.0 0.0
H -1.768688 -0.626235 -1.663371 0.0 0.1 0.1
H -1.719976 1.087363 -1.204604 -0.1 -0.1 0.1
H -1.962304 0.351721 1.243961 0.1 -0.1 -0.1
H -1.909274 -1.318710 0.708891 0.0 0.1 0.0
H -0.036354 1.735887 1.299268 0.1 -0.1 -0.1
H 1.334128 0.683045 1.930205 -0.1 0.0 -0.1
H 0.379943 0.988498 -1.020485 0.1 -0.1 0.1
H 1.864878 -0.992924 -1.478123 0.0 0.1 0.1
H 2.868886 0.339006 -0.875840 -0.1 -0.1 0.0
H 1.756980 -1.542797 0.862049 0.1 0.0 0.0
```
Positions in Å, forces in eV/Å.

For the HOMO-LUMO gap, the calculation gives 10.2 eV. Its energy is -327.05228 a.u. As for the SMILES: CCN1C[C@H]1CO. The HOMO energy is -9.18 eV. The energy relative to the best compared isomer or geometry (same formula, charge and spin) is 207.59 kJ/mol.

***

Record 5
C5H11NO | ωB97M-V/def2-TZVPD

The geometry in XYZ format:
```
18
Properties=species:S:1:pos:R:3:forces:R:3
C -1.362160 0.060757 1.966400 -0.4 -0.6 0.3
N 0.055357 0.315101 1.955464 0.3 0.0 0.0
C 0.659600 0.539090 0.744883 -0.1 0.2 -0.7
C 0.053238 0.687455 -0.448847 0.5 0.2 -0.2
C 0.837868 0.897365 -1.664445 0.0 0.4 0.2
C 0.309027 0.936780 -2.884645 0.1 -0.4 0.0
H -1.908055 0.913110 1.571039 0.0 0.1 0.0
H -1.701163 -0.130028 2.986084 0.1 0.3 0.0
H -1.650509 -0.839810 1.407460 0.2 0.1 -0.3
H 0.591292 -0.284127 2.565544 0.0 0.1 0.0
H 1.738757 0.660966 0.710973 0.0 -0.3 0.5
H -1.008615 0.716716 -0.579205 -0.5 -0.3 0.1
H 1.898103 1.076073 -1.508031 0.1 -0.1 -0.1
H 0.863384 1.029595 -3.808114 0.2 0.2 0.2
H -0.743148 0.745652 -2.987365 -0.4 0.1 -0.1
H 0.441195 -1.667358 -0.047864 -0.1 0.1 0.3
H 0.546522 -3.121590 -0.364081 -0.1 -0.2 0.3
O 0.379308 -2.535745 0.384747 0.1 0.1 -0.6
```
Positions in Å, forces in eV/Å.

For the HOMO-LUMO gap, the calculation gives 8.8 eV. Its energy is -327.06311 a.u. As for the SMILES: C=C/C=C/NC.O. The HOMO energy is -7.81 eV. The energy relative to the best compared isomer or geometry (same formula, charge and spin) is 179.17 kJ/mol.

***

Record 6
C5H11NO | ωB97M-V/def2-TZVPD

The geometry in XYZ format:
```
18
Properties=species:S:1:pos:R:3:forces:R:3
C -0.184890 1.628804 0.578327 -1.1 -3.7 -1.4
C 0.045411 1.677381 2.069642 -2.0 3.1 -0.9
C -0.213528 -2.062257 -1.278430 1.6 3.8 -0.8
C -0.846549 0.088929 -0.103027 4.8 4.3 -0.2
C 0.092633 -0.461853 -1.185934 2.2 -2.4 1.6
N 0.549769 2.387169 -0.413991 3.2 -0.8 0.0
O -0.734594 2.705723 -0.054624 -3.6 1.7 0.7
H -0.964971 1.723398 2.595499 1.3 -0.5 -0.6
H 0.531649 2.663938 2.284650 -0.2 -0.8 0.1
H 0.655961 0.889206 2.342722 1.0 -1.6 0.9
H -0.446678 -2.442864 -0.332663 0.6 -0.8 1.5
H 0.616657 -2.455100 -1.843249 -0.1 -0.9 0.1
H -1.123277 -2.071195 -1.766151 -1.8 -0.7 -1.7
H -1.036471 -0.590035 0.653506 -0.5 -1.2 1.5
H -1.637483 0.492619 -0.607616 -2.7 0.7 -0.8
H 0.060391 0.016007 -2.158909 -0.6 0.1 0.0
H 1.230032 -0.388912 -0.938849 -1.9 0.1 0.1
H 1.155582 3.066945 0.085318 -0.2 -0.4 -0.2
```
Positions in Å, forces in eV/Å.

For the HOMO-LUMO gap, the calculation gives 10.3 eV. Its energy is -326.95476 a.u. As for the SMILES: CCC[C@@]1(C)NO1. The HOMO energy is -9.32 eV. The energy relative to the best compared isomer or geometry (same formula, charge and spin) is 463.62 kJ/mol.